Molecular formula: C6H14O2
Method: DFT, ωB97M-V/def2-TZVPD

CARTESIAN COORDINATES (ANGSTROEM)
C1 0.002 -0.137 -1.882
O1 1.288 -0.651 -1.384
C2 -0.347 1.170 -1.229
C3 0.138 1.337 0.223
C4 -0.648 0.438 1.182
C5 -0.286 -0.804 1.497
C6 -1.932 1.095 1.614
H1 0.095 -0.122 -2.969
H2 -0.694 -0.996 -1.683
H3 1.057 -1.573 -1.273
H4 -1.409 1.392 -1.289
H5 0.081 1.981 -1.863
H6 0.201 2.377 0.578
H7 1.189 1.029 0.233
H8 0.532 -1.337 1.027
H9 -0.876 -1.393 2.205
H10 -1.986 2.152 1.808
H11 -2.688 0.863 0.850
H12 -2.518 0.694 2.462
H13 2.754 -2.103 -0.642
H14 2.841 -2.602 0.697
O2 3.207 -2.809 -0.164

Output
LUMO: 0.7250 eV
orbital gap: 10.23 eV
ΔE to the lowest compared entry with this formula, charge and spin: 196.47 kJ/mol
SMILES: C=C(C)CCCO.O
HOMO level: -0.3493 Ha
multiplicity: 1
net charge: 0

Atomic partial charges in e from the Löwdin method, atoms 1 to 5: -0.2160, -0.1169, -0.1809, -0.1677, -0.3484